[1]
Below is C4H7NO3 in the gas phase in a non-equilibrium geometry, with properties calculated with the ωB97M-V functional and the def2-TZVPD basis.

The geometry in ORCA input format:
```
! wB97M-V def2-TZVPD RIJCOSX def2/J DEFGRID3
* xyz 0 1
C -0.2373 -0.8291 0.7749
C 1.1005 -0.6820 0.1607
C -0.9557 0.4694 0.2484
C -0.2753 1.1640 -1.7935
H 0.7345 -1.3777 2.2817
H -0.8366 -1.7554 0.6824
H 1.4044 -1.1354 -0.8101
H 2.1472 -0.8638 0.6473
H -1.7033 0.2282 -0.6165
H -1.4763 1.1046 1.1487
H -1.4617 1.2033 -1.8142
N -0.0415 1.3875 -0.4040
O -0.0582 -0.7260 2.2162
O 1.2080 0.8261 -0.0119
O 0.4511 0.9863 -2.7102
*
```

The total energy is -436.9415 Ha. Its SMILES is O=CN1C[C@H](O)CO1. The HOMO energy comes out at -0.3637 hartree. The value obtained for the energy relative to the best compared isomer or geometry (same formula, charge and spin) is 126.7 kcal/mol. The gap between HOMO and LUMO is 10.578 eV.

[2]
Below is a gas-phase ion, C7H14N3 (charge +1) in a non-equilibrium geometry, with properties calculated with the ωB97M-V functional and the def2-TZVPD basis.

The geometry in ORCA input format:
```
! wB97M-V def2-TZVPD RIJCOSX def2/J DEFGRID3
* xyz 1 1
C 0.8314 1.0823 -0.0171
C 0.6722 -1.1355 0.0665
C 0.3208 -2.5358 0.2301
C -2.0894 0.1833 -1.3338
C -2.0868 1.0500 0.9978
C 3.2735 1.2177 -0.0664
C -1.5185 -0.0107 0.0356
N 1.9154 -0.8189 0.0203
N 1.9936 0.4610 0.0110
N -0.0813 -0.0040 0.0251
H 0.5847 2.0242 0.2731
H 0.2448 -3.0849 -0.7281
H 1.1728 -2.8805 0.8555
H -0.5478 -2.7349 0.8076
H -1.5815 -0.0392 -2.2580
H -2.5083 1.2654 -1.3632
H -2.9694 -0.3605 -1.3962
H -1.8026 0.6758 1.9905
H -3.1736 0.9076 0.9666
H -1.6139 1.9496 0.6074
H 4.0714 0.3879 -0.0448
H 3.1912 1.7184 -1.0124
H 3.5116 1.7546 0.8633
H -1.8102 -1.0731 0.4697
*
```

The total energy is -439.1063 Ha. Its SMILES is Cc1nn(C)c[n+]1C(C)C. The HOMO energy comes out at -0.5411 hartree. The value obtained for the energy relative to the best compared isomer or geometry (same formula, charge and spin) is 51.4 kcal/mol. The gap between HOMO and LUMO is 11.221 eV.

[3]
Below is 3 unconnected molecules or ions with the total composition C4H12O3 in a non-equilibrium geometry, with properties calculated with the ωB97M-V functional and the def2-TZVPD basis.

The geometry in ORCA input format:
```
! wB97M-V def2-TZVPD RIJCOSX def2/J DEFGRID3
* xyz 0 1
O -0.0672 -3.2769 -1.4355
C 0.2053 -2.0644 -1.3783
C -0.1838 -1.0955 -0.1896
C 0.1585 0.3876 -0.2808
C 0.3302 1.1588 1.1081
H 0.3784 -1.4893 -2.4341
H 0.2140 -1.7034 0.6866
H -1.2556 -1.4044 -0.2204
H -0.6187 0.8482 -0.9138
H 1.2113 0.4264 -0.7994
H 0.7660 2.2021 0.9829
H -0.7094 1.2697 1.6841
H 0.8382 0.5192 1.7530
H -0.2262 1.3599 -4.0698
H -0.9170 0.9621 -5.3592
O -0.6288 0.5713 -4.4967
H -0.1310 0.2523 5.8394
H 0.3312 0.9874 4.5617
O 0.3045 0.0890 4.9618
*
```

The total energy is -385.2546 Ha. Its SMILES is CCCC=O.O.O. The HOMO energy comes out at -0.3471 hartree. The value obtained for the energy relative to the best compared isomer or geometry (same formula, charge and spin) is 42.1 kcal/mol. The gap between HOMO and LUMO is 10.075 eV.

[4]
Below is a molecular structure, C44H61FeN3OP2SSi, with properties calculated with the ωB97M-V functional and the def2-TZVPD basis.

The geometry in ORCA input format:
```
! wB97M-V def2-TZVPD RIJCOSX def2/J DEFGRID3
* xyz 0 5
Fe 0.7221 -0.6424 -0.3797
C 2.7217 2.6233 -1.3446
Si 1.4720 1.6756 -0.2731
C 2.2243 1.8625 1.4939
C 2.6522 3.1107 1.9637
C 3.3122 3.2607 3.1716
C 3.5969 2.1404 3.9444
C 3.1821 0.8945 3.5091
C 2.4746 0.7506 2.3086
P 1.8317 -0.8878 1.8257
C 3.3010 -1.9422 1.4026
C 4.6250 -1.8273 2.1661
C 4.6921 -2.6527 3.4456
C 4.2767 -4.1024 3.1993
C 2.9170 -4.1992 2.5097
C 2.9044 -3.4109 1.2040
C 0.7489 -1.4186 3.2443
C 1.2701 -1.7174 4.6519
C 0.1296 -2.1710 5.5650
C -0.9804 -1.1276 5.6315
C -1.4980 -0.8100 4.2333
C -0.3629 -0.3578 3.3201
C -0.1283 2.7391 -0.2591
C -0.0809 4.1349 -0.1897
C -1.2270 4.9127 -0.1608
C -2.4730 4.3024 -0.1950
C -2.5543 2.9230 -0.2858
C -1.3993 2.1371 -0.3336
P -1.5207 0.3209 -0.5480
C -2.9804 -0.2398 0.4590
C -4.3736 -0.1783 -0.1848
C -5.4579 -0.6191 0.7971
C -5.1933 -2.0301 1.3116
C -3.8092 -2.1143 1.9448
C -2.7215 -1.6652 0.9734
C -1.8008 0.0398 -2.3532
C -2.0106 -1.4489 -2.6624
C -1.9647 -1.6920 -4.1695
C -2.9928 -0.8299 -4.8964
C -2.7701 0.6484 -4.5908
C -2.8144 0.9234 -3.0868
H 3.1682 3.4688 -0.8135
H 2.2585 3.0117 -2.2522
H 3.5308 1.9539 -1.6456
H 2.4748 3.9934 1.3590
H 3.6246 4.2440 3.5015
H 4.1441 2.2367 4.8738
H 3.4289 0.0239 4.1018
H 3.4904 -1.5230 0.4057
H 4.8635 -0.7811 2.3614
H 5.4023 -2.1881 1.4828
H 4.0652 -2.2043 4.2186
H 5.7132 -2.6230 3.8340
H 4.2713 -4.6630 4.1370
H 5.0284 -4.5754 2.5573
H 2.1351 -3.8192 3.1768
H 2.6637 -5.2437 2.3165
H 1.9320 -3.4825 0.7101
H 3.6271 -3.8519 0.5089
H 0.2917 -2.3421 2.8595
H 1.7243 -0.8212 5.0808
H 2.0388 -2.4860 4.6253
H 0.5192 -2.3830 6.5631
H -0.2811 -3.1137 5.1836
H -0.5870 -0.2109 6.0854
H -1.7940 -1.4719 6.2735
H -2.2739 -0.0412 4.2720
H -1.9625 -1.7085 3.8103
H 0.0616 0.5811 3.6924
H -0.7445 -0.1374 2.3173
H 0.8838 4.6307 -0.1669
H -1.1502 5.9919 -0.1154
H -3.3765 4.8983 -0.1697
H -3.5306 2.4619 -0.3316
H -2.9777 0.4368 1.3243
H -4.3948 -0.8454 -1.0510
H -4.5991 0.8169 -0.5632
H -6.4364 -0.5626 0.3152
H -5.4850 0.0766 1.6439
H -5.2576 -2.7382 0.4774
H -5.9588 -2.3242 2.0327
H -3.6020 -3.1295 2.2920
H -3.7853 -1.4686 2.8302
H -2.6890 -2.3512 0.1192
H -1.7365 -1.7222 1.4470
H -0.8058 0.2927 -2.7448
H -2.9785 -1.7856 -2.2762
H -1.2434 -2.0503 -2.1680
H -2.1283 -2.7514 -4.3789
H -0.9604 -1.4496 -4.5346
H -4.0009 -1.1195 -4.5750
H -2.9460 -1.0084 -5.9731
H -3.5120 1.2671 -5.1017
H -1.7914 0.9444 -4.9836
H -3.8251 0.7216 -2.7223
H -2.6122 1.9784 -2.8886
S 3.7492 -2.9321 -2.9580
C 2.4533 -2.3423 -2.2113
N 1.5013 -1.9140 -1.6669
N -0.3899 4.4099 -6.8576
C -0.0650 4.0637 -5.5818
O -0.3580 4.7582 -4.6297
C 0.6671 2.7676 -5.4162
C 1.4016 2.1440 -6.4176
C 2.0336 0.9443 -6.1374
C 1.9061 0.4059 -4.8644
N 1.2055 0.9943 -3.8971
C 0.6115 2.1494 -4.1717
H -0.8825 5.2742 -6.9978
H -0.2666 3.7849 -7.6319
H 1.5090 2.5934 -7.3977
H 2.6250 0.4328 -6.8843
H 2.3935 -0.5291 -4.6033
H 0.0501 2.6270 -3.3729
*
```

The total energy is -4586.9569 Ha. The HOMO energy (spin up / spin down) comes out at -0.2313 / -0.2755 hartree. The gap between HOMO and LUMO (spin up / spin down) is 6.862 / 7.820 eV.